1.
This record from OMol25 describes a molecular structure, C16H40LiN2O12P in a non-equilibrium geometry. The level of theory is ωB97M-V/def2-TZVPD.

```
72
Properties=species:S:1:pos:R:3:forces:R:3:mulliken_charge:R:1
C 6.375 -1.980 -1.100 -3.975 -3.042 3.169 -0.91
N 5.027 -1.400 -1.746 3.851 2.032 2.063 0.54
C 4.827 -0.076 -1.215 0.171 5.287 2.356 -0.87
C 5.341 -1.209 -3.134 -2.679 -1.587 -4.216 -0.95
C 3.940 -2.247 -1.341 -1.658 -2.906 1.399 -0.56
C 2.599 -2.006 -2.035 0.526 2.155 3.751 -0.62
O 1.544 -2.646 -1.508 -1.302 -1.498 0.887 -0.71
H 6.351 -3.085 -1.318 0.368 1.325 -0.265 0.36
H 6.439 -1.953 0.072 -1.173 0.271 -2.068 0.30
H 7.200 -1.461 -1.335 2.713 1.880 -1.913 0.46
H 5.661 0.689 -1.143 0.789 -1.940 -0.459 0.33
H 4.583 -0.124 -0.144 -0.810 -0.143 -0.580 0.45
H 4.221 0.739 -1.738 -0.769 -2.394 0.379 0.08
H 4.406 -0.963 -3.798 1.278 -0.328 1.784 0.23
H 5.623 -2.196 -3.556 0.480 0.735 0.160 0.40
H 5.997 -0.382 -3.361 0.625 -0.197 0.571 0.40
H 3.860 -2.400 -0.182 0.159 0.873 -2.244 0.26
H 4.168 -3.162 -1.782 1.077 -2.266 -0.081 0.37
H 2.603 -2.255 -2.996 0.972 -0.718 -4.530 0.58
H 2.576 -0.972 -1.846 -1.234 2.125 -0.572 0.27
H 0.879 -1.917 -1.163 1.001 0.045 0.570 0.56
C -0.816 -2.024 4.474 1.956 -3.443 -2.356 -1.13
N -1.672 -1.361 3.484 -0.235 0.246 1.312 0.50
C -3.071 -1.527 3.940 -2.135 2.013 -1.211 -0.81
C -1.246 0.066 3.510 3.135 2.126 1.126 -0.40
C -1.387 -1.983 2.107 -0.200 -0.179 2.372 -0.58
C -2.051 -1.334 0.952 -3.116 -4.605 2.483 -0.57
O -1.618 -2.110 -0.030 1.858 0.267 -3.989 -0.79
H 0.254 -1.816 4.098 -1.483 -1.016 0.831 0.38
H -1.147 -3.139 4.754 1.035 2.114 -1.600 0.25
H -0.937 -1.593 5.365 -0.403 2.245 3.423 0.63
H -3.459 -0.688 4.597 0.929 -0.653 -0.946 0.28
H -3.241 -2.398 4.509 0.281 -1.313 0.390 0.34
H -3.719 -1.567 3.023 0.522 0.123 0.982 0.27
H -1.905 0.738 3.096 -2.558 0.864 -0.997 -0.04
H -0.394 0.303 2.749 -0.561 -0.993 1.545 0.12
H -1.072 0.599 4.613 -0.193 -2.202 -2.664 0.29
H -1.714 -3.015 2.175 -0.187 -0.210 0.112 0.26
H -0.307 -2.001 2.130 0.340 0.406 -0.918 0.36
H -1.962 -0.373 0.963 1.782 6.127 -0.801 0.47
H -3.157 -1.401 1.026 -0.064 -0.495 0.290 0.38
H -0.796 -1.510 -0.377 -0.392 -1.062 0.537 0.51
Li 0.071 0.960 -1.327 -0.067 -0.268 0.270 1.02
P 1.266 0.220 0.388 -1.789 2.232 2.176 0.28
O 1.906 0.973 -0.719 5.214 1.494 -2.772 -0.65
O 0.444 -0.725 -0.460 -1.772 -6.592 -3.061 -0.66
O 0.059 1.123 0.516 -3.267 3.590 3.580 -0.60
O 1.876 -0.234 1.679 0.846 -0.741 -0.294 -0.95
C -3.179 1.815 -4.307 0.361 8.144 -6.021 -0.87
O -1.848 2.157 -4.689 1.450 0.855 -0.888 -0.37
C -0.770 1.732 -4.008 -2.814 0.732 0.175 0.95
O -0.947 1.077 -3.023 0.473 -1.211 1.736 -0.72
O 0.376 2.188 -4.423 -0.551 0.612 -1.336 -0.34
C 1.376 1.987 -3.438 5.920 -0.844 -9.048 -1.05
H -3.793 2.642 -3.877 1.150 0.199 -0.315 0.28
H -3.288 1.155 -3.695 -0.439 -8.247 6.839 0.46
H -3.642 1.618 -5.238 -0.615 -0.603 -0.813 0.30
H 2.386 2.514 -3.828 -2.592 -0.695 0.932 0.21
H 1.653 0.987 -3.439 0.198 -1.977 0.537 0.46
H 1.083 2.315 -2.629 -2.386 3.310 8.196 0.55
C -6.563 3.261 2.817 -1.901 3.720 3.707 -0.68
O -5.830 2.651 1.893 2.782 -2.291 -3.948 -0.31
C -4.456 2.552 1.921 -1.385 -0.432 -3.181 0.70
O -3.858 2.658 2.909 1.968 0.528 3.068 -0.49
O -3.872 2.262 0.676 -3.233 1.484 1.494 -0.28
C -2.506 2.629 0.563 -0.046 -2.999 3.127 -0.37
H -6.987 2.665 3.692 0.501 0.143 -1.486 0.26
H -7.365 3.834 2.277 0.257 -1.007 0.539 0.27
H -6.048 4.130 3.354 0.008 -1.180 -0.652 0.29
H -2.181 3.559 0.360 -0.305 4.098 -0.432 0.46
H -2.145 2.097 -0.232 0.943 -1.962 -1.597 0.06
H -2.024 2.338 1.501 0.368 -0.159 -0.611 0.12
```
Forces are in eV/Å.

Properties
Total charge = 0
Electronic energy = -1994.62933 Eh
Orbital gap = 5.695 eV
Energy above the lowest of the compared OMol25 structures with the same formula, charge and spin = 12.6 kcal per mole
LUMO = 0.14 eV

2.
This record from OMol25 describes 4 unconnected molecules or ions with the total composition C16H40N4O4P in a non-equilibrium geometry. The level of theory is ωB97M-V/def2-TZVPD.

```
65
Properties=species:S:1:pos:R:3:forces:R:3:mulliken_charge:R:1
C 3.156 -0.797 -0.412 0.759 0.760 -0.453 -0.67
C 2.659 -0.003 -1.680 1.041 -1.708 0.504 -0.75
N 2.619 1.429 -1.371 -0.353 0.179 -0.319 0.41
N 3.739 2.165 -1.523 1.409 1.369 -0.211 -0.15
C 3.496 3.424 -1.161 -1.759 0.348 0.731 -0.07
N 2.207 3.567 -0.745 1.613 -1.774 -0.866 -0.60
C 1.718 2.297 -0.891 -0.320 1.096 0.305 0.47
N 0.442 2.009 -0.566 -0.814 -0.815 1.191 -0.18
P -0.403 0.511 -0.705 -1.652 -0.146 -2.544 0.38
O -0.623 0.238 -2.150 0.786 -0.354 0.701 -0.61
H 3.221 -1.884 -0.610 -0.400 0.625 0.172 0.35
H 4.208 -0.460 -0.245 -0.692 -0.281 0.087 0.13
H 2.601 -0.539 0.510 0.072 -0.415 -0.573 0.29
H 1.736 -0.415 -2.130 0.186 0.826 0.359 0.41
H 3.461 -0.145 -2.440 -0.733 0.326 0.286 0.35
H 4.638 1.815 -1.844 -0.267 -0.268 0.243 0.24
H 4.213 4.256 -1.161 -0.214 -0.784 -0.162 0.50
H -0.095 2.792 -0.189 0.396 -0.138 -0.167 0.32
H -1.699 0.682 -0.133 0.932 0.439 0.644 0.07
H 0.216 -0.568 -0.029 0.241 0.711 0.276 0.08
C -6.892 -1.467 -2.519 0.182 -0.011 -0.144 -1.29
C -6.275 -0.811 -1.296 -0.176 -0.037 -0.095 -0.25
O -4.941 -1.224 -1.039 0.115 -0.089 0.206 -0.33
C -3.989 -0.951 -2.052 0.028 0.074 -0.035 -0.28
C -3.825 0.528 -2.351 -0.181 0.084 -0.140 -1.03
H -6.825 -2.554 -2.446 -0.051 0.040 0.055 0.32
H -7.941 -1.183 -2.614 0.023 -0.009 0.032 0.42
H -6.382 -1.170 -3.437 -0.074 0.045 -0.011 0.28
H -6.855 -1.093 -0.415 0.182 -0.022 0.058 0.32
H -6.329 0.281 -1.366 0.001 0.009 -0.073 0.38
H -4.228 -1.511 -2.962 -0.003 0.067 -0.048 0.30
H -3.037 -1.344 -1.688 -0.106 -0.100 0.077 0.26
H -4.734 0.959 -2.774 0.023 0.002 0.003 0.39
H -3.019 0.683 -3.068 0.011 -0.036 0.064 0.34
H -3.597 1.081 -1.434 -0.009 -0.003 -0.018 0.18
C -5.658 -4.630 2.993 0.025 0.090 -0.204 -0.94
C -5.183 -3.534 3.932 -0.093 -0.121 0.012 -0.30
O -4.029 -2.849 3.471 0.262 0.044 0.118 -0.46
C -4.156 -2.172 2.233 -0.128 0.018 -0.083 -0.11
C -5.213 -1.081 2.237 -0.152 0.044 0.138 -0.91
H -4.848 -5.329 2.777 -0.030 0.001 0.077 0.28
H -6.489 -5.178 3.439 0.034 0.012 0.016 0.39
H -6.001 -4.223 2.039 -0.073 -0.020 0.032 0.19
H -4.907 -3.984 4.887 0.144 0.121 -0.038 0.34
H -5.988 -2.823 4.144 -0.042 -0.010 -0.064 0.28
H -4.336 -2.886 1.424 -0.072 0.059 -0.044 0.24
H -3.182 -1.717 2.035 0.051 -0.106 0.138 0.18
H -6.215 -1.492 2.373 0.002 0.009 -0.062 0.24
H -5.199 -0.540 1.291 0.052 -0.059 0.019 0.25
H -5.036 -0.376 3.053 0.037 -0.041 -0.013 0.32
C 8.023 0.340 0.346 -0.093 0.119 0.197 -1.01
C 7.779 1.530 -0.563 0.206 -0.187 -0.003 -0.38
O 6.626 2.290 -0.213 -0.453 -0.040 -0.353 -0.31
C 6.629 2.879 1.084 0.078 0.160 0.206 -0.29
C 7.761 3.866 1.302 0.148 -0.093 -0.148 -1.14
H 7.136 -0.296 0.397 0.050 -0.022 -0.057 0.20
H 8.861 -0.253 -0.022 -0.035 0.020 -0.020 0.40
H 8.258 0.652 1.365 0.078 -0.031 -0.031 0.29
H 7.606 1.167 -1.579 -0.106 0.139 0.006 0.33
H 8.660 2.176 -0.611 -0.010 -0.001 0.058 0.33
H 6.631 2.101 1.854 0.057 -0.011 -0.016 0.32
H 5.677 3.408 1.181 -0.038 -0.101 -0.132 0.31
H 8.734 3.374 1.273 -0.015 0.014 0.090 0.27
H 7.661 4.349 2.274 -0.029 -0.021 -0.035 0.41
H 7.758 4.632 0.524 -0.048 0.008 0.063 0.31
```
Forces are in eV/Å.

Properties
Total charge = +1
Electronic energy = -1494.67888 Eh
Orbital gap = 7.999 eV
LUMO = -3.05 eV

3.
This record from OMol25 describes 3 unconnected molecules or ions with the total composition C16H40N7O6 in a non-equilibrium geometry. The level of theory is ωB97M-V/def2-TZVPD.

```
69
Properties=species:S:1:pos:R:3:forces:R:3:mulliken_charge:R:1
N -1.366 0.820 1.972 0.334 0.342 -0.329 -0.67
C -1.767 -0.475 1.490 -0.545 -0.699 0.524 1.36
N -1.871 -1.343 2.688 0.454 0.405 -0.359 -0.72
N -3.050 -0.440 0.805 0.472 0.110 -0.510 -0.67
C -0.749 -1.042 0.462 0.000 -0.032 0.273 -1.24
N 0.597 -0.490 0.581 -0.003 0.316 -0.670 -0.11
C 1.070 0.386 -0.298 0.808 -0.183 0.830 0.46
N 0.453 0.850 -1.382 -0.131 0.238 -0.463 -0.35
C 1.313 1.683 -1.952 -0.775 -0.797 0.544 -0.19
N 2.441 1.768 -1.264 0.037 0.622 -1.000 0.05
N 2.316 0.944 -0.195 -0.509 -0.311 0.118 -0.24
H -0.819 1.327 1.289 -0.089 0.022 -0.104 0.15
H -2.169 1.399 2.169 -0.109 -0.038 0.282 0.27
H -1.801 -2.317 2.413 -0.151 -0.118 0.095 0.17
H -1.068 -1.130 3.269 -0.086 -0.107 0.215 0.26
H -3.651 0.269 1.191 -0.244 -0.102 0.227 0.22
H -3.501 -1.341 0.856 -0.255 -0.034 0.070 0.21
H -1.138 -0.870 -0.529 0.166 0.327 -0.304 0.38
H -0.665 -2.115 0.580 -0.067 -0.272 0.098 0.37
H 1.176 -0.734 1.363 -0.036 -0.101 0.194 0.20
H 1.072 2.191 -2.863 0.356 0.338 -0.201 0.55
H 3.233 2.351 -1.492 0.223 -0.130 0.369 0.36
H 3.031 0.835 0.502 0.148 0.060 0.024 0.19
C -0.287 -8.491 2.984 -0.114 -0.056 0.034 -0.76
O -1.478 -7.891 2.523 0.159 0.152 -0.260 -0.27
C -1.664 -6.581 3.023 -0.114 -0.274 0.057 -0.60
C -2.552 -5.771 2.108 -0.038 0.177 -0.004 -0.44
O -1.906 -5.292 0.930 0.013 0.076 0.060 -0.31
C -1.619 -6.235 -0.098 0.081 0.047 -0.090 -0.42
C -2.823 -6.666 -0.903 -0.038 -0.280 0.051 -0.58
O -3.625 -7.573 -0.171 -0.043 0.244 0.200 -0.28
C -4.982 -7.545 -0.557 0.064 -0.092 -0.027 -0.78
H -0.323 -8.661 4.066 0.073 0.024 0.009 0.32
H -0.186 -9.449 2.479 -0.048 -0.016 0.019 0.24
H 0.585 -7.874 2.740 0.007 0.012 0.061 0.33
H -0.698 -6.073 3.135 0.010 0.024 -0.012 0.32
H -2.139 -6.650 4.011 0.048 0.162 0.043 0.44
H -2.840 -4.865 2.648 0.008 -0.008 0.030 0.41
H -3.470 -6.308 1.867 0.082 -0.177 -0.042 0.19
H -1.079 -7.097 0.295 -0.138 -0.088 0.064 0.19
H -0.946 -5.709 -0.780 -0.005 0.019 0.011 0.37
H -2.476 -7.165 -1.818 0.022 0.146 -0.087 0.41
H -3.405 -5.780 -1.185 0.001 0.026 -0.003 0.33
H -5.397 -6.534 -0.463 -0.006 -0.002 -0.060 0.33
H -5.529 -8.208 0.110 0.038 -0.040 -0.006 0.24
H -5.110 -7.895 -1.587 -0.048 0.050 -0.017 0.33
C -0.383 6.151 -2.342 -0.015 0.029 0.111 -0.77
O 0.802 6.308 -1.589 0.176 0.069 -0.301 -0.31
C 1.537 5.118 -1.460 -0.220 0.154 0.278 -0.20
C 3.008 5.397 -1.224 0.116 -0.011 -0.038 -0.52
O 3.730 5.757 -2.383 -0.069 -0.132 -0.025 -0.44
C 3.536 7.071 -2.907 0.071 0.082 -0.131 -0.41
C 4.211 8.158 -2.104 -0.200 0.168 0.120 -0.55
O 3.495 8.417 -0.908 0.078 -0.331 0.085 -0.28
C 4.315 8.931 0.122 -0.075 0.078 -0.049 -0.77
H -1.096 5.498 -1.825 -0.014 -0.030 -0.054 0.33
H -0.828 7.135 -2.462 0.000 0.010 0.054 0.26
H -0.166 5.744 -3.337 -0.018 -0.042 0.018 0.31
H 1.427 4.501 -2.364 0.031 0.040 -0.056 0.10
H 1.133 4.559 -0.598 0.086 -0.179 -0.063 0.46
H 3.472 4.457 -0.896 0.015 0.032 0.071 0.36
H 3.147 6.119 -0.418 -0.150 0.090 -0.020 0.16
H 2.478 7.287 -3.053 -0.052 0.037 0.160 0.18
H 4.007 7.051 -3.891 0.017 -0.054 0.014 0.39
H 4.235 9.075 -2.706 0.134 -0.037 -0.077 0.42
H 5.240 7.857 -1.878 0.017 -0.015 -0.015 0.35
H 5.151 8.255 0.334 0.035 0.047 -0.025 0.33
H 3.704 9.021 1.017 -0.042 0.028 -0.032 0.23
H 4.706 9.920 -0.140 0.066 -0.012 0.024 0.33
```
Forces are in eV/Å.

Properties
Total charge = +1
Electronic energy = -1468.00748 Eh
Orbital gap = 7.943 eV
LUMO = -3.05 eV

Number 1: HOMO energy -0.204 hartree. Number 2: HOMO energy -0.406 hartree. Number 3: HOMO energy -0.404 hartree.